The following is a DFT calculation (ωB97M-V with the def2-TZVPD basis set) of a molecular structure, C30H29N2O3ScSi in a non-equilibrium geometry.

Geometry (Å):
Sc 0.340 0.315 -0.588
Si 4.050 1.855 -2.553
O 0.948 2.559 -4.610
O -1.297 0.343 -1.877
O 0.346 1.751 -2.109
N 1.419 -2.326 0.283
N 0.579 -1.656 -0.610
C -2.206 0.185 -5.901
C 2.227 -1.642 1.059
C 3.778 -0.361 3.113
C 3.860 0.890 -4.134
C 5.778 1.655 -1.880
C -0.085 1.788 -5.029
C -1.302 -2.578 -1.878
C -0.861 1.087 -4.097
C -0.788 1.914 1.087
C 0.231 0.164 2.414
C 2.958 1.136 -1.271
C 2.717 -0.279 0.920
C -0.597 1.088 -2.641
C 2.718 -2.356 2.221
C 0.891 -3.492 -2.191
C -1.802 -3.458 -2.829
C -1.427 0.883 -6.815
C 3.674 3.656 -2.821
C -1.914 0.291 -4.557
C 0.387 -4.374 -3.134
C -1.845 -0.249 1.265
C 0.263 1.460 1.888
C -0.962 -4.357 -3.470
C 0.057 -2.562 -1.570
C 2.699 0.439 -0.297
C -0.802 -0.696 2.083
C -1.861 1.061 0.801
C 3.461 0.321 1.983
C -0.379 1.676 -6.385
C 3.420 -1.746 3.203
H 4.308 4.061 -3.615
H 1.055 -5.082 -3.611
H -0.802 -1.708 2.463
H -3.019 -0.444 -6.236
H 1.937 -3.508 -1.916
H 2.627 3.802 -3.098
H -1.632 0.806 -7.876
H -2.673 -0.908 1.040
H 4.480 1.316 -4.927
H 1.015 -0.162 3.085
H 4.170 -0.146 -3.978
H 6.004 0.599 -1.717
H -2.485 -0.255 -3.819
H -1.969 -1.905 -1.359
H 4.341 0.117 3.903
H 0.227 2.217 -7.103
H -2.703 1.424 0.232
H 3.790 1.346 1.854
H 1.068 2.130 2.156
H -2.864 -3.455 -3.051
H 3.865 4.231 -1.911
H 3.719 -2.316 4.075
H 2.820 0.882 -4.468
H 6.513 2.062 -2.580
H -1.354 -5.047 -4.205
H 2.435 -3.399 2.294
H 1.377 2.947 -5.382
H -0.803 2.941 0.746
H 5.895 2.174 -0.924

Summary:
Highest occupied orbital energy   -5.63 eV
Charge   0
Spin multiplicity   1
E_tot   -2546.08635 Ha

---

The following is a DFT calculation (ωB97M-V with the def2-TZVPD basis set) of 2 unconnected molecules or ions with the total composition C30H29N3O4 in a non-equilibrium geometry.

Geometry (Å):
O -0.928 -1.839 3.519
O -2.090 -2.839 -0.171
O -0.595 0.292 -3.318
O -1.791 2.877 3.336
N 2.143 0.678 3.052
N 5.051 0.076 -4.045
N -0.003 0.749 3.426
C -0.852 -1.361 -1.585
C -1.881 -0.826 3.360
C 2.483 -2.221 -2.646
C 3.593 -1.773 -3.304
C -1.424 0.501 3.371
C -2.050 -1.922 -0.963
C 4.885 0.657 -5.384
C -2.733 3.904 3.135
C -1.284 -0.343 -2.549
C -3.638 0.591 -3.077
C -2.318 1.580 3.286
C 6.232 0.535 -3.306
C 1.933 0.035 -2.036
C 3.053 0.489 -2.672
C 0.401 -1.828 -1.366
C 3.908 -0.404 -3.334
C -2.746 -0.246 -2.432
C 0.601 1.718 4.258
C -4.979 0.488 -2.766
C -3.680 1.300 3.166
C 1.929 1.675 4.026
C -3.249 -1.053 3.212
C -1.440 -3.148 3.482
C 1.612 -1.330 -2.005
C -4.128 0.000 3.120
C 3.459 0.307 2.543
C -4.537 -1.280 -1.195
C -5.424 -0.438 -1.834
C 0.963 0.161 2.711
C -3.194 -1.175 -1.498
H 7.136 0.138 -3.758
H -1.927 -3.326 2.521
H 0.071 2.388 4.913
H -3.455 3.913 3.954
H 3.357 -0.440 1.759
H 1.264 0.731 -1.565
H -4.388 2.106 3.099
H -6.474 -0.501 -1.602
H 6.289 1.620 -3.307
H -5.689 1.138 -3.248
H -5.180 -0.196 3.012
H -2.205 4.859 3.121
H 3.947 1.188 2.133
H 4.237 -2.465 -3.816
H -3.620 -2.061 3.175
H 2.236 -3.267 -2.648
H -4.865 -2.004 -0.470
H -3.281 1.306 -3.799
H 3.902 0.404 -5.777
H 4.972 1.739 -5.346
H 4.071 -0.104 3.344
H 6.182 0.193 -2.275
H 3.290 1.540 -2.687
H -2.133 -3.298 4.311
H 2.692 2.306 4.449
H 5.640 0.267 -6.060
H -0.610 -3.848 3.589
H -3.232 3.764 2.174
H 0.490 -2.677 -0.709

Summary:
Highest occupied orbital energy   -7.61 eV
Charge   0
Spin multiplicity   1
E_tot   -1625.69754 Ha

---

The following is a DFT calculation (ωB97M-V with the def2-TZVPD basis set) of a molecular structure, C30H30AsBr4GeInN2O8S.

Geometry (Å):
In 7.022 -17.953 -4.210
Br 2.666 -15.827 0.664
Br 2.510 -13.463 -1.668
Br 4.172 -13.892 -4.513
Br 4.481 -18.546 0.053
As 6.493 -21.214 -5.006
Ge 4.618 -19.399 -6.786
S 9.051 -19.598 -3.111
O 5.292 -22.179 -5.460
O 6.076 -19.530 -5.526
O 10.379 -20.058 -2.855
O 5.635 -16.490 -4.531
O 8.595 -19.600 -4.538
O 5.751 -18.425 -2.650
O 7.928 -21.730 -5.859
O 8.697 -18.252 -2.614
N 9.626 -15.542 -6.817
N 8.566 -16.738 -5.141
C 7.597 -16.833 -7.356
C 10.589 -14.993 -5.857
C 6.928 -21.521 -0.339
C 7.077 -21.110 -9.755
C 5.002 -17.360 -2.423
C 1.694 -15.711 -6.942
C 4.301 -17.188 -1.235
C 7.836 -20.660 -2.364
C 6.779 -21.198 -3.080
C 6.309 -19.057 -10.675
C 1.347 -16.915 -6.373
C 10.011 -13.899 -4.948
C 4.943 -16.345 -3.406
C 3.552 -16.029 -0.976
C 5.599 -19.708 -8.466
C 9.719 -15.107 -8.200
C 9.025 -13.767 -8.456
C 7.075 -20.205 -10.806
C 6.336 -20.872 -8.608
C 3.919 -16.542 -7.308
C 7.906 -20.797 -0.996
C 2.983 -15.533 -7.399
C 5.797 -21.942 -2.425
C 5.586 -18.804 -9.522
C 8.639 -16.334 -6.383
C 3.500 -15.041 -1.945
C 5.886 -22.088 -1.060
C 3.573 -17.763 -6.741
C 2.276 -17.936 -6.273
C 4.182 -15.217 -3.154
H 9.303 -15.869 -8.848
H 3.275 -14.581 -7.800
H 4.927 -16.364 -7.679
H 8.725 -20.343 -0.465
H 8.655 -21.127 -5.627
H 9.337 -16.470 -4.547
H 6.990 -21.645 0.730
H 5.127 -22.661 -0.533
H 9.158 -14.259 -4.373
H 9.513 -12.949 -7.928
H 5.007 -17.898 -9.445
H 10.772 -15.044 -8.456
H 6.325 -21.606 -7.810
H 11.019 -15.827 -5.276
H 4.994 -22.370 -3.011
H 7.932 -17.750 -7.818
H 0.363 -17.082 -5.987
H 7.361 -16.104 -8.129
H 0.980 -14.903 -7.028
H 7.641 -22.025 -9.826
H 1.995 -18.878 -5.819
H 11.415 -14.594 -6.448
H 6.663 -17.039 -6.833
H 7.651 -20.374 -11.701
H 10.779 -13.554 -4.265
H 6.285 -18.332 -11.481
H 9.039 -13.515 -9.517
H 3.708 -20.531 -6.350
H 9.679 -13.043 -5.530
H 7.990 -13.784 -8.125

Summary:
Highest occupied orbital energy   -7.34 eV
Charge   0
Spin multiplicity   1
E_tot   -17069.78783 Ha

---

The following is a DFT calculation (ωB97M-V with the def2-TZVPD basis set) of a molecular structure, C30H30BaNO3S5 in a non-equilibrium geometry.

Geometry (Å):
Ba 0.110 0.596 -0.490
S -0.205 -3.600 -2.155
S 3.319 1.560 0.240
S 0.087 2.348 2.133
S 0.361 -1.127 2.320
S 2.196 -1.631 -0.932
O -2.182 1.417 -0.246
O -3.281 1.576 -6.505
O -0.796 1.086 -2.496
N -1.613 -1.483 0.099
C 2.983 0.194 5.033
C -3.000 1.990 -2.384
C -3.848 -2.997 0.615
C 2.055 -2.839 -5.402
C -2.125 -1.518 1.337
C 1.084 -2.930 -3.167
C 4.890 0.727 0.371
C -1.890 1.444 -3.095
C -3.255 -2.264 1.631
C -2.224 0.960 -7.230
C 2.118 -2.123 -2.618
C -3.129 1.691 -5.162
C -4.019 2.829 -0.132
C -3.012 2.033 -0.920
C 3.073 -2.038 -4.884
C 2.108 -0.549 4.257
C 1.074 -3.271 -4.528
C -3.291 -2.987 -0.656
C 2.940 1.580 4.926
C 3.098 -1.699 -3.546
C -4.131 2.405 -3.121
C 1.163 1.468 3.232
C 3.741 3.169 0.899
C -1.990 1.286 -4.499
C -1.420 -2.237 -2.211
C -4.221 2.267 -4.480
C -1.404 -0.713 2.419
C 1.216 0.056 3.366
C 2.048 2.185 4.059
C -2.161 -2.215 -0.882
H -1.306 1.545 -7.156
H -2.546 0.916 -8.265
H 5.658 1.162 -0.274
H 2.803 3.715 1.022
H -1.509 0.367 2.264
H 3.895 -1.072 -3.165
H 3.602 2.197 5.524
H -4.731 -3.590 0.820
H -3.644 -2.276 2.641
H -2.031 -0.048 -6.861
H -3.447 3.541 0.467
H 4.408 3.734 0.245
H -2.103 -2.393 -3.045
H 3.859 -1.671 -5.536
H 2.027 -3.113 -6.449
H -1.135 0.857 -4.999
H 3.671 -0.299 5.709
H -0.883 -1.304 -2.398
H -4.512 2.152 0.566
H 0.263 -3.895 -4.886
H 5.239 0.721 1.406
H -1.824 -0.959 3.394
H -5.096 2.572 -5.036
H 2.111 -1.631 4.326
H -3.715 -3.573 -1.461
H 4.712 -0.303 0.053
H 4.193 3.088 1.892
H 2.014 3.265 3.978
H -4.979 2.826 -2.597
H -4.761 3.370 -0.713

Summary:
Highest occupied orbital energy   -4.21 eV
Charge   -1
Spin multiplicity   1
E_tot   -3458.29692 Ha